Entry 1:
Density functional theory data (ωB97M-V with the def2-TZVPD basis set) for C10H15BrO in the gas phase at a distorted geometry.

As for the strongest force on any atom: 0.09282 hartree/bohr. As for the lowest unoccupied orbital energy: -0.2 eV. Its relative energy (zero: lowest compared OMol25 entry of this formula, charge and spin) is 0.0 kJ/mol. Its structure (SMILES) is CC1(C)CC(C)(C)C(C=O)=C1Br. The energy comes out at -82701.3055 eV.

```
! wB97M-V def2-TZVPD RIJCOSX def2/J DEFGRID3
* xyz 0 1
C 1.39 0.86 0.54
C 1.20 0.90 -0.88
C 2.59 1.34 1.23
C -0.54 -0.39 -0.05
C 0.29 0.12 1.18
C 0.04 0.10 -1.44
C -0.56 1.22 1.96
C 0.73 -1.04 2.10
C -0.95 0.99 -2.22
C 0.53 -1.12 -2.23
O 2.85 1.16 2.41
Br 2.19 1.92 -2.03
H 3.31 1.89 0.60
H -0.56 -1.55 -0.09
H -1.57 -0.13 -0.04
H -1.31 0.57 2.55
H -0.96 1.88 1.16
H 0.17 1.79 2.39
H -0.04 -1.75 2.24
H 0.95 -0.79 3.16
H 1.44 -1.68 1.63
H -1.85 0.52 -2.47
H -0.48 1.21 -3.06
H -1.20 1.84 -1.68
H -0.33 -1.81 -2.53
H 1.21 -1.79 -1.63
H 0.98 -1.11 -3.21
*
```


Entry 2:
Density functional theory data (ωB97M-V with the def2-TZVPD basis set) for a molecular structure, C6H13F6N4O4S2Sr at a distorted geometry.

As for the strongest force on any atom: 0.13339 hartree/bohr. As for the lowest unoccupied orbital energy: -2.6 eV. Its relative energy (zero: lowest compared OMol25 entry of this formula, charge and spin) is 199.8 kJ/mol. The energy comes out at -59389.2702 eV.

```
! wB97M-V def2-TZVPD RIJCOSX def2/J DEFGRID3
* xyz 1 1
Sr 0.17 -0.73 1.30
N -2.18 0.66 1.05
C -1.96 2.05 1.47
C -1.07 2.78 0.49
N 0.21 2.09 0.25
C 1.43 2.79 0.69
C 2.00 2.24 1.98
N 2.29 0.79 1.86
H -2.77 0.61 0.22
H -2.73 0.18 1.76
H -1.49 2.04 2.46
H -2.89 2.60 1.59
H -0.88 3.79 0.86
H -1.59 2.90 -0.46
H 0.29 1.87 -0.73
H 1.24 3.86 0.82
H 2.18 2.72 -0.10
H 1.30 2.38 2.80
H 2.90 2.81 2.25
H 2.66 0.45 2.74
H 3.05 0.64 1.20
F -2.54 -2.50 1.63
C -2.06 -3.36 2.54
F -2.87 -3.41 3.56
F -1.87 -4.55 2.03
S -0.43 -2.65 3.22
O -0.75 -1.21 3.27
O -0.19 -3.33 4.45
N 0.85 -2.76 2.19
S 0.92 -3.10 0.59
O 1.78 -2.10 -0.02
O -0.42 -3.17 0.03
C 1.74 -4.80 0.47
F 2.90 -4.76 1.06
F 0.95 -5.67 1.04
F 1.85 -5.02 -0.82
*
```


Entry 3:
Density functional theory data (ωB97M-V with the def2-TZVPD basis set) for C17H24N2O4 in the gas phase at a distorted geometry.

As for the strongest force on any atom: 0.02745 hartree/bohr. As for the lowest unoccupied orbital energy: 0.6 eV. Its relative energy (zero: lowest compared OMol25 entry of this formula, charge and spin) is 319.5 kJ/mol. Its structure (SMILES) is COc1ccc(/C(N)=N/OC(=O)CC2CCCCC2)cc1OC. The energy comes out at -29187.1778 eV.

```
! wB97M-V def2-TZVPD RIJCOSX def2/J DEFGRID3
* xyz 0 1
C -1.38 5.24 -5.03
H -0.82 5.88 -4.35
O -2.19 4.32 -4.35
C -1.66 3.37 -3.53
C -2.61 2.51 -2.97
C -2.26 1.49 -2.11
C -0.92 1.30 -1.78
C 0.04 2.14 -2.33
C -0.30 3.17 -3.21
O 0.64 4.00 -3.77
C 2.00 3.79 -3.49
H 2.22 3.92 -2.43
H 2.53 4.54 -4.07
H 2.32 2.79 -3.81
H 1.08 1.97 -2.11
C -0.53 0.22 -0.86
N -1.23 -0.84 -0.97
O -1.09 -1.96 -0.14
C 0.06 -2.53 0.21
O 1.16 -2.11 -0.06
C -0.22 -3.77 1.02
H -1.27 -4.03 0.90
H 0.41 -4.58 0.64
C 0.09 -3.55 2.52
C -0.65 -2.33 3.06
C -0.38 -2.17 4.56
C 1.11 -2.02 4.81
C 1.86 -3.23 4.26
C 1.59 -3.41 2.77
H 2.11 -4.29 2.40
H 1.97 -2.55 2.22
H 2.94 -3.11 4.42
H 1.54 -4.13 4.80
H 1.30 -1.92 5.88
H 1.48 -1.12 4.32
H -0.91 -1.29 4.93
H -0.76 -3.04 5.09
H -1.73 -2.44 2.88
H -0.32 -1.43 2.54
H -0.27 -4.44 3.05
N 0.46 0.49 0.04
H 0.95 1.36 -0.06
H 1.02 -0.30 0.36
H -3.00 0.83 -1.70
H -3.64 2.68 -3.24
H -0.68 4.75 -5.72
H -2.08 5.86 -5.60
*
```


Entry 4:
Density functional theory data (ωB97M-V with the def2-TZVPD basis set) for a molecular structure, C45H60N8NaPS.

As for the strongest force on any atom: 0.01697 hartree/bohr. As for the lowest unoccupied orbital energy: 0.2 eV. Its relative energy (zero: lowest compared OMol25 entry of this formula, charge and spin) is 56.3 kJ/mol. The energy comes out at -84101.4395 eV.

```
! wB97M-V def2-TZVPD RIJCOSX def2/J DEFGRID3
* xyz 0 1
Na 1.11 -0.42 -0.76
C 3.85 -3.40 -1.29
C 4.02 -2.79 0.09
N 4.12 -1.34 0.09
C 4.33 -0.81 1.45
C 3.06 -0.30 2.12
N 2.04 -1.33 2.29
C 2.19 -2.20 3.47
C 2.03 -3.70 3.18
C 0.64 -4.10 2.68
N 0.36 -3.80 1.27
C 1.02 -4.70 0.34
C 0.85 -4.21 -1.10
N 1.41 -2.88 -1.35
C 2.67 -2.85 -2.09
H 3.75 -4.48 -1.17
H 4.76 -3.24 -1.88
H 4.89 -3.27 0.56
H 3.15 -3.03 0.71
H 4.90 -1.05 -0.49
H 5.03 0.02 1.41
H 4.78 -1.59 2.09
H 2.65 0.50 1.50
H 3.35 0.16 3.08
H 1.15 -0.86 2.39
H 1.44 -1.92 4.22
H 3.17 -2.03 3.91
H 2.25 -4.24 4.11
H 2.78 -4.01 2.45
H -0.11 -3.58 3.30
H 0.49 -5.17 2.83
H 0.67 -2.86 1.08
H 0.56 -5.69 0.43
H 2.09 -4.83 0.55
H -0.22 -4.18 -1.31
H 1.29 -4.95 -1.77
H 0.74 -2.35 -1.90
H 2.88 -1.81 -2.34
H 2.60 -3.41 -3.03
C 1.39 4.89 -2.00
C 0.20 4.27 -2.68
C -0.26 4.90 -3.84
C -1.36 4.44 -4.56
C -2.02 3.31 -4.12
C -1.57 2.66 -2.99
C -0.47 3.11 -2.24
P -0.24 2.02 -0.73
C -1.82 2.54 0.09
C -2.78 1.53 0.16
C -4.05 1.74 0.68
C -4.38 3.00 1.16
C -3.45 4.02 1.06
C -2.19 3.83 0.50
C -1.32 5.04 0.30
C 1.14 2.58 0.29
C 1.00 2.95 1.63
C 2.09 3.22 2.43
C 3.38 3.10 1.87
C 3.56 2.67 0.58
C 2.45 2.33 -0.27
C 2.64 1.77 -1.54
H 1.57 5.89 -2.40
H 2.28 4.28 -2.15
H 1.26 4.97 -0.92
H 0.25 5.80 -4.18
H -1.69 4.97 -5.45
H -2.89 2.94 -4.66
H -2.10 1.77 -2.64
H -2.52 0.55 -0.21
H -4.77 0.93 0.72
H -5.36 3.19 1.59
H -3.72 5.02 1.40
H -1.61 5.84 0.98
H -1.43 5.41 -0.72
H -0.27 4.82 0.46
H 0.00 3.03 2.05
H 1.96 3.53 3.47
H 4.24 3.35 2.48
H 4.56 2.56 0.18
H 3.63 1.70 -1.97
H 1.82 1.74 -2.25
C -3.35 -2.88 -1.23
C -3.73 -2.74 -2.55
C -2.90 -2.06 -3.43
C -1.71 -1.51 -2.95
N -1.33 -1.66 -1.67
C -2.13 -2.33 -0.84
C -0.79 -0.75 -3.84
C -1.25 -0.12 -4.99
C -0.36 0.60 -5.78
C 0.97 0.66 -5.40
C 1.34 0.00 -4.24
N 0.49 -0.69 -3.48
H -3.97 -3.40 -0.52
H -4.66 -3.17 -2.91
H -3.16 -1.98 -4.47
H -1.77 -2.45 0.18
H -2.30 -0.14 -5.24
H -0.71 1.12 -6.66
H 1.69 1.21 -5.97
H 2.37 0.03 -3.90
S -1.07 -0.46 2.39
C -2.36 -0.68 3.45
N -2.96 -1.87 3.59
C -4.12 -2.12 4.44
C -4.09 -1.15 5.61
C -4.00 0.26 5.06
N -2.86 0.35 4.16
H -2.57 -2.61 3.03
H -4.09 -3.15 4.79
H -5.05 -1.99 3.88
H -3.21 -1.36 6.23
H -4.98 -1.26 6.22
H -3.86 0.98 5.87
H -4.92 0.52 4.54
H -2.46 1.25 3.94
*
```